1.
The following is a quantum chemistry calculation of a 2-piece molecular cluster, C6H17O2Si3 overall, from the OMol25 dataset.

As for the highest occupied orbital energy (alpha / beta): -2.56 / -3.63 eV. The energy comes out at -1257.64137 hartree. For the HOMO-LUMO gap (alpha / beta), the calculation gives 6.038 / 6.305 eV. As for the charge: -1. Its multiplicity is 3. The expectation value of S² is 2.01.

Structure (XYZ):
```
28
Properties=species:S:1:pos:R:3:forces:R:3
C 1.08112 1.80472 1.81658 -1.963 0.064 0.895
C 2.35136 -1.88630 -0.68231 -1.128 -0.808 -0.154
C -2.69339 -1.23667 1.29209 3.398 0.995 -1.862
C 0.01783 2.87935 -1.95103 4.264 -1.465 -1.041
C -0.02451 1.15368 2.33323 0.782 -0.890 0.221
C 0.09953 -0.26775 0.27395 0.075 -1.521 1.486
O 0.62036 2.60626 0.80214 0.327 0.929 -1.244
O 2.21552 1.81820 2.18620 2.679 -0.100 -0.089
Si 1.25749 -1.62083 0.86221 0.592 1.660 -1.271
Si -1.60512 -0.45643 -0.24666 -0.325 -1.135 -1.310
Si 1.37650 2.82010 -0.61749 1.899 1.883 -1.423
H 1.59122 -2.21956 -1.45648 1.102 -0.571 0.752
H 2.52698 -0.92768 -1.09479 0.619 1.382 -0.052
H 3.31587 -2.42250 -0.61689 -0.741 -0.126 -0.216
H -1.85752 -1.53168 1.91593 0.173 -0.002 0.430
H -3.19017 -0.45156 1.76293 -1.022 1.263 0.791
H -3.26377 -2.09097 1.16695 -1.383 -1.479 -0.705
H -0.72292 3.45628 -1.64043 -3.548 2.366 1.506
H 0.23297 3.12913 -2.98897 0.662 0.458 0.104
H -0.24997 1.87545 -2.04386 -1.074 -1.801 0.169
H -0.90119 1.68542 2.19726 -1.937 0.312 -0.225
H 0.11492 0.39430 3.05056 -0.063 -0.543 0.891
H 2.06620 -1.34199 2.06984 0.158 0.367 0.026
H 0.72644 -2.89894 1.28269 -0.825 -0.774 -0.035
H -1.51547 -1.28798 -1.64965 -0.588 0.209 1.427
H -2.21276 0.74425 -0.89795 -0.187 0.136 0.581
H 2.58633 1.89995 -1.06477 -1.348 0.548 0.629
H 2.06378 4.27050 -0.50061 -0.599 -1.356 -0.281
```
Positions in Å, forces in eV/Å.

2.
The following is a quantum chemistry calculation of a 4-piece molecular cluster, C6H17O4 overall, from the OMol25 dataset.

Its energy above the lowest of the compared OMol25 structures with the same formula, charge and spin is 1.442 eV. As for the highest occupied orbital energy: -3.15 eV. The energy comes out at -539.71752 hartree. For the HOMO-LUMO gap, the calculation gives 6.300 eV. As for the charge: -1.

Structure (XYZ):
```
27
Properties=species:S:1:pos:R:3:forces:R:3
C -0.91083 2.44423 0.43124 2.198 0.031 -1.408
O -0.44267 3.15632 -0.65078 -0.230 -0.582 -0.357
C -0.12240 1.08098 0.58874 0.085 0.346 2.454
C -0.61254 -0.12161 -0.18698 1.226 0.873 -1.035
C 0.46728 -1.10840 -0.73233 -1.399 1.119 -0.738
C 2.60542 -2.13557 -0.06296 1.384 0.442 -0.900
C 1.33433 -1.86835 0.18013 -0.215 -0.033 0.703
H -1.99520 2.25726 0.31439 -0.166 -0.094 0.765
H -0.57182 3.01236 1.31501 -1.015 -0.122 0.653
H 0.93192 1.31697 0.37045 -0.298 -0.034 -0.527
H -0.04308 0.88565 1.68892 -0.426 0.023 -0.777
H -1.42489 -0.69503 0.23198 -0.275 0.261 0.592
H -0.99263 0.39579 -1.07946 -0.308 -0.621 -0.205
H -0.20995 -1.78586 -1.29053 0.892 -0.199 -0.167
H 1.08518 -0.51189 -1.40824 -0.124 -0.261 -0.308
H 3.16108 -1.67864 -0.90440 -0.858 -0.200 0.095
H 3.30205 -2.76192 0.47216 -0.437 -0.152 0.806
H 0.85720 -2.16340 1.10972 0.135 -0.694 -0.072
H 0.46700 2.24870 -1.78155 -0.243 0.675 -0.173
H -0.25282 1.86188 -3.03298 0.841 0.142 0.124
O 0.67160 1.92568 -2.71606 -0.733 -0.498 -0.037
H -3.11584 -1.96767 -0.66871 -0.130 -0.075 -0.205
H -2.31732 -2.11212 0.57032 0.006 -0.295 0.126
O -2.88315 -2.63108 -0.01204 -0.053 0.116 0.056
H -0.25943 -0.86852 2.76954 0.182 0.141 -0.778
H 1.28947 -0.63061 2.34670 -0.877 -0.014 -0.193
O 0.63801 -0.71279 3.05575 0.842 -0.296 1.507
```
Positions in Å, forces in eV/Å.

3.
The following is a quantum chemistry calculation of C6H17O5PSb as an isolated structure, from the OMol25 dataset.

As for the highest occupied orbital energy: -3.41 eV. The energy comes out at -1196.55312 hartree. For the HOMO-LUMO gap, the calculation gives 6.836 eV. As for the charge: -1.

Structure (XYZ):
```
30
Properties=species:S:1:pos:R:3:forces:R:3
C -1.93555 -0.74636 -2.43761 0.063 -0.048 0.016
O -2.18412 0.34569 -1.58843 -0.046 0.000 0.011
C -1.74449 1.59691 -2.08906 -0.001 0.025 -0.049
C -0.66530 2.25857 -1.21831 0.017 -0.070 -0.017
C -0.68152 1.82877 0.24812 -0.059 0.197 -0.031
Sb 0.86681 0.34054 0.68482 -0.089 0.017 -0.126
C -0.64923 -0.92634 1.85381 -0.577 -0.155 0.366
C -0.00769 -2.00160 2.59108 0.091 -0.110 -0.072
O 0.33261 -3.08530 2.15571 0.042 0.102 0.031
O 0.29128 -1.66927 3.89897 0.260 0.395 -0.226
P 2.84958 -1.25145 1.16375 0.073 0.053 0.029
O 4.02072 -0.18675 0.69459 0.099 -0.120 -0.091
O 2.69261 -2.21965 -0.18748 0.060 -0.015 -0.008
H -0.87231 -0.83324 -2.68041 -0.009 -0.001 -0.002
H -2.23269 -1.64214 -1.89435 0.004 -0.030 -0.030
H -2.51911 -0.68054 -3.36713 -0.006 0.029 0.017
H -1.36844 1.46817 -3.11101 -0.034 0.055 0.006
H -2.62525 2.24748 -2.14838 -0.008 -0.018 0.055
H 0.32666 2.06283 -1.64488 -0.018 -0.054 -0.003
H -0.81710 3.34012 -1.30004 0.057 0.001 -0.043
H -1.65714 1.42853 0.52529 0.045 -0.074 0.058
H -0.45955 2.67045 0.90837 0.042 -0.001 -0.012
H 1.32484 1.17717 2.19405 -0.097 -0.017 0.057
H 2.05612 1.33711 -0.27208 0.076 0.000 0.013
H 0.44217 -0.55671 -0.78764 0.020 -0.018 0.043
H -1.14002 -0.21607 2.51799 0.077 0.031 0.013
H -1.35411 -1.32125 1.12432 0.157 0.056 -0.175
H 1.15041 -2.07210 4.08288 -0.149 -0.311 0.086
H 3.67834 0.43569 0.02506 -0.071 0.110 0.090
H 2.88148 -3.12923 0.05803 -0.020 -0.030 -0.009
```
Positions in Å, forces in eV/Å.

4.
The following is a quantum chemistry calculation of C6H18AlO3S3 as an isolated structure, from the OMol25 dataset.

Its energy above the lowest of the compared OMol25 structures with the same formula, charge and spin is 0.000 eV. As for the highest occupied orbital energy: -18.12 eV. The energy comes out at -1900.80672 hartree. For the HOMO-LUMO gap, the calculation gives 2.578 eV. As for the charge: +3.

Structure (XYZ):
```
31
Properties=species:S:1:pos:R:3:forces:R:3
Al -1.42419 0.42595 0.97717 0.339 0.045 -0.509
C 2.33703 2.23879 3.55379 -0.821 -0.238 -0.998
S 2.52258 0.69558 2.53507 0.345 1.184 -0.138
O 1.32151 0.66383 1.63162 0.052 -0.437 0.327
C 4.03614 1.06403 1.58954 -0.463 -0.503 0.105
H 1.48497 2.09077 4.21256 0.244 -0.150 0.280
H 2.00289 2.89619 2.74403 0.135 0.225 0.132
H 3.22700 2.64466 4.02665 0.209 -0.540 0.069
H 4.03323 2.13334 1.38317 0.181 0.036 0.062
H 4.03151 0.47799 0.67123 -0.229 0.007 0.015
H 4.87014 0.70977 2.19624 0.040 0.321 0.150
C -1.65064 3.64898 -3.05559 -0.928 0.102 0.013
S -1.96672 1.84818 -2.98005 -0.402 0.772 1.297
O -1.63445 1.43339 -1.54853 0.227 -0.412 -0.390
C -3.78615 1.82190 -3.13047 0.368 0.840 -0.387
H -0.63326 3.91673 -2.79082 0.111 -0.360 -0.038
H -2.37869 4.06585 -2.35400 0.277 -0.048 0.302
H -1.94270 4.08791 -4.01228 0.263 -0.483 -0.278
H -4.23466 0.99223 -2.59533 0.268 -0.288 -0.200
H -3.99179 1.85184 -4.20113 -0.139 -0.365 0.020
H -4.13694 2.76877 -2.71497 0.027 -0.063 0.162
C 0.89059 -4.06819 -0.52350 0.075 1.212 -0.157
S -0.68745 -3.45244 0.16679 0.529 -1.956 0.231
O -0.45852 -2.24364 1.00673 0.204 0.714 0.134
C -1.23824 -4.83551 1.19418 -0.971 -0.350 -0.485
H 0.80912 -5.01867 -1.04642 -0.541 -0.016 0.095
H 1.64048 -4.12039 0.26670 -0.154 0.044 0.157
H 1.13308 -3.27741 -1.23633 0.336 -0.198 -0.041
H -2.32555 -4.74003 1.21370 0.036 -0.020 0.379
H -0.81289 -4.96857 2.18826 0.253 0.717 -0.018
H -1.03743 -5.75183 0.63198 0.129 0.208 -0.290
```
Positions in Å, forces in eV/Å.

Number 1: maximum force 4.63 eV Å⁻¹. Number 2: maximum force 2.61 eV Å⁻¹. Number 3: maximum force 0.70 eV Å⁻¹. Number 4: maximum force 2.04 eV Å⁻¹.